Version A
The following is a DFT calculation (ωB97M-V/def2-TZVPD) of a cluster of 2 separate species, C9H14O in total.

Results
Lowest unoccupied orbital energy: 0.0329 Ha
Net charge: 0
HOMO: -8.358 eV

Last column: Mulliken charge in e.
Atoms and positions in Å:
C -0.677 2.130 -4.082  -1.3906
C -0.371 1.740 -2.663  0.5124
C 0.539 0.721 -2.424  -0.5262
C 0.852 0.329 -1.124  -0.6568
C 0.182 0.923 -0.085  1.0611
O 0.429 0.632 1.247  -0.5009
C -0.751 1.948 -0.279  -0.6862
C -0.987 2.353 -1.575  -0.3484
H -1.272 1.383 -4.628  0.2925
H 0.225 2.230 -4.675  0.3349
H -1.301 3.015 -4.114  0.3505
H 0.985 0.203 -3.264  0.3496
H 1.649 -0.382 -0.956  0.3382
H 1.004 -0.143 1.314  0.1822
H -1.259 2.428 0.541  0.4007
H -1.641 3.172 -1.847  0.2835
C 0.322 -2.393 2.977  -0.7565
C 0.244 -3.279 4.216  -0.9446
H 1.188 -1.725 2.986  0.1678
H 0.445 -2.974 2.060  0.3443
H -0.568 -1.808 2.797  0.3436
H -0.224 -2.742 5.032  0.2881
H -0.265 -4.222 4.020  0.2838
H 1.252 -3.539 4.523  0.2771

---

Version B
The following is a DFT calculation (ωB97M-V/def2-TZVPD) of a cluster of 2 separate species, C9H14O in total.

Results
Lowest unoccupied orbital energy: 0.0253 Ha
Net charge: 0
HOMO: -8.559 eV

Last column: Mulliken charge in e.
Atoms and positions in Å:
C 0.212 -1.581 -2.876  -1.3237
C 0.148 -0.474 -1.857  0.9567
C 1.150 -0.189 -0.911  -0.4754
C 1.040 0.861 -0.079  -0.3348
C -0.132 1.667 -0.043  0.2176
O -0.168 2.828 0.672  -0.5693
C -1.062 1.483 -1.075  -0.5403
C -0.934 0.390 -1.947  -0.5327
H 1.218 -1.989 -2.889  0.3224
H -0.073 -1.087 -3.824  0.3287
H -0.609 -2.266 -2.882  0.3359
H 2.031 -0.779 -1.187  0.2326
H 1.846 1.321 0.557  0.2836
H -0.052 3.644 0.101  0.3579
H -1.760 2.316 -1.127  0.3909
H -1.556 0.333 -2.813  0.3279
C -0.730 -0.649 2.321  -0.5871
C 0.384 -0.986 3.327  -0.8872
H -0.972 -1.334 1.513  0.3059
H -1.565 -0.511 2.992  0.3622
H -0.492 0.219 1.653  -0.0275
H 0.469 -0.233 4.123  0.3022
H 1.305 -0.923 2.739  0.2462
H 0.304 -2.061 3.509  0.3070

---

It is version A that is most stable; the runner-up trails by 141.6 kJ/mol.

---

Version A
The following is a DFT calculation (ωB97M-V/def2-TZVPD) of a cluster of 2 separate species, C9H14O in total.

Results
Lowest unoccupied orbital energy: 0.0350 Ha
Net charge: 0
HOMO: -8.747 eV

Last column: Mulliken charge in e.
Atoms and positions in Å:
C -1.073 0.270 1.551  -1.1242
C -0.127 0.590 0.439  0.6899
C 0.516 1.842 0.534  -0.6041
C 1.596 2.201 -0.274  -0.4207
C 1.867 1.341 -1.328  0.2593
O 2.950 1.667 -2.173  -0.5401
C 1.307 0.078 -1.460  -0.5596
C 0.194 -0.193 -0.637  -0.2661
H -2.135 0.372 1.271  0.2949
H -0.901 0.851 2.446  0.4017
H -1.043 -0.805 1.742  0.1687
H 0.367 2.443 1.425  0.2694
H 2.126 3.114 -0.057  0.4107
H 2.625 2.379 -2.740  0.3444
H 1.551 -0.542 -2.307  0.3814
H -0.391 -1.044 -0.978  0.2745
C -2.283 -3.280 0.845  -0.5755
C -3.471 -3.023 1.760  -0.8281
H -1.385 -3.515 1.441  0.2875
H -2.379 -4.083 0.121  0.3697
H -1.918 -2.343 0.437  -0.0487
H -4.296 -2.593 1.194  0.2607
H -3.159 -2.253 2.477  0.2263
H -3.748 -3.865 2.388  0.3281

---

Version B
The following is a DFT calculation (ωB97M-V/def2-TZVPD) of a cluster of 2 separate species, C9H14O in total.

Results
Lowest unoccupied orbital energy: 0.0262 Ha
Net charge: 0
HOMO: -8.521 eV

Last column: Mulliken charge in e.
Atoms and positions in Å:
C -2.479 -1.211 -2.314  -1.1750
C -1.584 -0.199 -1.503  0.7511
C -1.897 0.307 -0.196  -0.6398
C -0.928 1.101 0.404  -0.0771
C 0.188 1.444 -0.280  0.3615
O 1.049 2.278 0.392  -0.5746
C 0.611 0.858 -1.533  -0.7109
C -0.354 0.072 -2.154  -0.5263
H -1.874 -1.524 -3.186  0.3025
H -3.313 -0.635 -2.811  0.2668
H -2.844 -2.099 -1.789  0.3251
H -2.859 0.095 0.230  0.4281
H -1.004 1.531 1.489  0.2890
H 1.943 1.791 0.549  0.3349
H 1.514 0.889 -2.045  0.4465
H -0.023 -0.484 -3.033  0.1989
C 1.950 -1.865 2.158  -0.6881
C 2.385 -1.682 3.656  -0.7207
H 1.821 -2.949 2.055  0.2952
H 0.946 -1.353 2.101  0.1436
H 2.677 -1.628 1.427  0.2737
H 3.367 -1.295 4.143  0.2759
H 2.265 -2.626 4.323  0.2157
H 1.646 -0.886 3.990  0.2043

---

Version C
The following is a DFT calculation (ωB97M-V/def2-TZVPD) of a cluster of 2 separate species, C9H14O in total.

Results
Lowest unoccupied orbital energy: 0.0326 Ha
Net charge: 0
HOMO: -8.428 eV

Last column: Mulliken charge in e.
Atoms and positions in Å:
C -1.203 -0.774 -1.621  -1.1797
C -0.137 -1.168 -0.615  0.3647
C 0.803 -0.281 -0.119  -0.3643
C 1.810 -0.761 0.724  -0.6083
C 1.788 -2.054 1.223  0.7827
O 2.532 -2.416 2.318  -0.5171
C 0.871 -2.959 0.717  -0.6145
C -0.050 -2.504 -0.221  -0.3649
H -1.719 0.119 -1.245  0.1227
H -1.997 -1.513 -1.593  0.3751
H -0.851 -0.642 -2.637  0.3003
H 0.802 0.797 -0.194  0.3861
H 2.639 -0.108 1.018  0.2392
H 3.292 -1.818 2.438  0.2950
H 0.808 -4.016 0.955  0.3745
H -0.734 -3.184 -0.709  0.3483
C -1.094 2.759 0.724  -0.7855
C -1.117 3.027 -0.780  -0.7862
H -1.626 1.853 1.015  0.2613
H -0.042 2.621 1.008  0.2474
H -1.393 3.644 1.270  0.3346
H -1.834 3.782 -1.109  0.3487
H -0.170 3.418 -1.168  0.2847
H -1.378 2.179 -1.397  0.1552

---

Version D
The following is a DFT calculation (ωB97M-V/def2-TZVPD) of a cluster of 2 separate species, C9H14O in total.

Results
Lowest unoccupied orbital energy: 0.0294 Ha
Net charge: 0
HOMO: -8.580 eV

Last column: Mulliken charge in e.
Atoms and positions in Å:
C 0.717 -2.937 0.652  -1.3811
C 0.923 -1.514 0.261  0.4754
C 0.679 -1.219 -1.101  -0.3722
C 1.172 -0.110 -1.753  -0.4099
C 1.806 0.843 -0.942  0.4114
O 2.067 2.013 -1.651  -0.5574
C 1.784 0.759 0.429  -0.6319
C 1.338 -0.434 1.018  -0.3137
H -0.251 -3.376 0.388  0.3328
H 0.724 -3.032 1.742  0.3767
H 1.447 -3.665 0.300  0.2949
H 0.049 -1.860 -1.717  0.3033
H 0.785 0.129 -2.733  0.3963
H 1.633 2.784 -1.295  0.3257
H 1.963 1.633 1.028  0.4261
H 1.194 -0.408 2.094  0.3079
C -2.723 1.189 1.041  -0.9862
C -1.822 1.451 -0.176  -0.4749
H -3.719 1.593 0.858  0.2941
H -2.866 0.139 1.252  0.2896
H -2.230 1.618 1.913  0.2847
H -2.292 1.900 -1.043  0.4293
H -1.462 0.484 -0.545  0.0121
H -0.917 2.018 -0.022  0.1669

---

It is version C that is most stable; the runner-up trails by 27.4 kJ/mol.

---

Version A
The following is a DFT calculation (ωB97M-V/def2-TZVPD) of a cluster of 2 separate species, C9H14O in total.

Results
Lowest unoccupied orbital energy: 0.0317 Ha
Net charge: 0
HOMO: -8.314 eV

Last column: Mulliken charge in e.
Atoms and positions in Å:
C -1.867 1.535 0.464  -1.2523
C -0.958 0.836 -0.430  0.5919
C 0.478 1.052 -0.254  -0.6378
C 1.393 0.256 -0.881  -0.6085
C 0.872 -0.641 -1.821  0.8754
O 1.702 -1.382 -2.641  -0.5498
C -0.451 -0.848 -2.140  -0.6941
C -1.351 0.027 -1.436  -0.2717
H -2.874 1.438 0.056  0.3849
H -1.640 2.617 0.581  0.3276
H -1.981 1.025 1.428  0.1468
H 0.737 1.874 0.373  0.4069
H 2.425 0.384 -0.594  0.3380
H 2.525 -1.608 -2.197  0.2924
H -0.738 -1.514 -2.969  0.3793
H -2.369 -0.172 -1.843  0.2549
C -0.407 -0.532 3.004  -0.4005
C 0.621 -0.302 4.153  -1.0294
H -0.900 -1.453 2.699  0.3532
H -1.242 0.158 3.305  0.2062
H 0.014 -0.080 2.108  -0.0276
H 1.046 0.709 4.134  0.2930
H 1.504 -0.919 3.944  0.2925
H 0.239 -0.341 5.170  0.3285

---

Version B
The following is a DFT calculation (ωB97M-V/def2-TZVPD) of a cluster of 2 separate species, C9H14O in total.

Results
Lowest unoccupied orbital energy: 0.0325 Ha
Net charge: 0
HOMO: -8.449 eV

Last column: Mulliken charge in e.
Atoms and positions in Å:
C -1.475 0.977 1.022  -1.3238
C -0.123 1.251 0.424  0.5909
C -0.076 1.997 -0.773  -0.4439
C 1.141 2.419 -1.272  -0.5945
C 2.323 2.005 -0.657  0.9326
O 3.489 2.482 -1.216  -0.5276
C 2.301 1.194 0.450  -0.6576
C 1.054 0.826 0.992  -0.3980
H -1.817 1.659 1.801  0.3334
H -1.534 -0.028 1.441  0.3151
H -2.265 0.979 0.264  0.3401
H -0.936 2.054 -1.430  0.2513
H 1.196 2.965 -2.203  0.3794
H 4.228 2.162 -0.685  0.2805
H 3.177 0.937 1.029  0.2656
H 1.057 0.051 1.744  0.3232
C -1.186 -2.745 0.583  -0.2400
C -1.749 -3.200 -0.781  -0.9486
H -1.181 -1.668 0.656  -0.3550
H -1.692 -3.270 1.388  0.3703
H -0.156 -3.113 0.619  0.2524
H -2.782 -3.526 -0.670  0.2560
H -1.800 -2.381 -1.500  0.3106
H -1.194 -4.026 -1.226  0.2877

---

It is version B that is most stable; the runner-up trails by 69.6 kJ/mol.